(one)
DFT (ωB97M-V with the def2-TZVPD basis set) results for an isolated molecule of C3H7N3O.

XYZ file:
```
14
C3H7N3O ωB97M-V with the def2-TZVPD basis set
C 1.489 1.194 -0.434
N 1.269 -0.228 -0.409
C 0.219 -0.830 -0.007
N 0.207 -2.194 0.073
C -1.180 -0.317 0.413
N -1.505 0.974 0.183
O -1.974 -1.091 0.926
H 1.598 1.598 0.579
H 0.714 1.787 -0.933
H 2.415 1.397 -0.979
H -0.589 -2.594 0.549
H 1.102 -2.656 0.118
H -0.915 1.625 -0.304
H -2.453 1.236 0.404
```

Summary:
Spin multiplicity: 1
Total charge: 0
SMILES string: C/N=C(/N)C(N)=O
HOMO, eV: -8.99
LUMO, eV: 0.9

***

(two)
DFT (ωB97M-V with the def2-TZVPD basis set) results for an isolated molecule of C3H7N3O.

XYZ file:
```
14
C3H7N3O ωB97M-V with the def2-TZVPD basis set
H -4.126 -0.254 -0.501
N -3.368 -0.151 0.169
C -2.248 -0.180 -0.429
N -1.079 -0.064 0.299
C 0.177 0.007 -0.298
O 0.325 -0.042 -1.507
N 1.199 0.147 0.597
C 2.580 0.174 0.167
H -2.063 -0.293 -1.500
H -1.203 0.072 1.293
H 1.008 0.031 1.580
H 2.585 0.285 -0.917
H 3.105 -0.753 0.429
H 3.106 1.022 0.618
```

Summary:
Spin multiplicity: 1
Total charge: 0
SMILES string: [H]/N=C/NC(=O)NC
HOMO, eV: -9.60
LUMO, eV: 0.8

***

(three)
DFT (ωB97M-V with the def2-TZVPD basis set) results for an isolated molecule of C3H7N3O.

XYZ file:
```
14
C3H7N3O ωB97M-V with the def2-TZVPD basis set
C 0.224 0.015 -1.953
N -0.793 0.082 -1.175
C -0.735 0.470 0.145
N -1.865 1.194 0.623
C 0.214 0.148 1.082
N 1.336 -0.866 0.555
O 0.290 0.278 2.305
H 0.091 -0.365 -2.965
H 1.221 0.394 -1.691
H -2.076 0.925 1.579
H -2.661 0.988 0.030
H 1.135 -1.295 -0.355
H 2.246 -0.407 0.515
H 1.374 -1.562 1.304
```

Summary:
Spin multiplicity: 1
Total charge: 0
SMILES string: C=N/C(N)=C(\[NH3+])[O-]
HOMO (alpha / beta), eV: -6.61 / -6.61
LUMO (alpha / beta), eV: 0.3 / 0.3

***

Here are the energies relative to the best structure, in kcal/mol: (one) 10.4; (two) 0.0; (three) 66.3.

***

(one)
DFT (ωB97M-V with the def2-TZVPD basis set) results for an isolated molecule of C3H7N3O.

XYZ file:
```
14
C3H7N3O ωB97M-V with the def2-TZVPD basis set
N -2.470 -0.428 -0.488
O -1.571 0.594 -0.181
N -0.358 0.337 0.816
C 0.574 1.283 0.188
C 1.598 0.410 -0.537
C 1.268 -0.867 -0.230
N 0.088 -0.968 0.535
H -2.044 -1.153 -1.084
H -2.859 -0.773 0.465
H 1.101 2.063 0.884
H -0.055 1.920 -0.351
H 2.491 0.785 -0.938
H 1.932 -1.670 -0.451
H 0.305 -1.531 1.371
```

Summary:
Spin multiplicity: 1
Total charge: 0
SMILES string: NON1CC=CN1
HOMO, eV: -8.46
LUMO, eV: 1.0

***

(two)
DFT (ωB97M-V with the def2-TZVPD basis set) results for a cluster of 2 separate species, C3H7N3O in total.

XYZ file:
```
14
C3H7N3O ωB97M-V with the def2-TZVPD basis set
H -0.353 1.349 -2.624
N -0.303 1.479 -1.617
C -0.529 0.375 -1.029
N -0.505 0.269 0.339
C -1.307 -0.711 1.039
H -0.721 -0.586 -1.527
H -0.399 1.166 0.794
H -1.250 -1.671 0.518
H -2.363 -0.419 1.113
H -0.911 -0.860 2.047
N 2.107 -0.741 -0.682
C 2.022 -0.668 0.527
O 1.889 -0.722 1.689
H 2.755 -0.229 -1.252
```

Summary:
Spin multiplicity: 1
Total charge: 0
SMILES string: [H]/N=C/NC.N=C=O
HOMO, eV: -8.96
LUMO, eV: 0.8

***

Here are the energies relative to the best structure, in kcal/mol: (one) 115.4; (two) 0.0.

***

(one)
DFT (ωB97M-V with the def2-TZVPD basis set) results for an isolated molecule of C3H7N3O.

XYZ file:
```
14
C3H7N3O ωB97M-V with the def2-TZVPD basis set
C 2.836 0.067 0.009
N 1.609 0.199 0.032
N 1.144 -1.133 0.077
C -0.159 -1.064 0.120
N -1.074 -0.174 -0.264
C -1.329 1.178 0.164
O -2.358 -0.822 0.117
H 3.158 -1.011 -0.074
H 3.486 1.002 -0.196
H -0.477 -2.030 0.118
H -1.595 1.172 1.189
H -1.912 1.734 -0.690
H -0.324 1.402 0.094
H -3.007 -0.519 -0.697
```

Summary:
Spin multiplicity: 1
Total charge: 0
SMILES string: C=N/N=C\N(C)O
HOMO, eV: -8.85
LUMO, eV: 0.7

***

(two)
DFT (ωB97M-V with the def2-TZVPD basis set) results for a structure of composition C3H7N3O.

XYZ file:
```
14
C3H7N3O ωB97M-V with the def2-TZVPD basis set
C 1.070 -1.213 0.329
C 2.210 -0.682 -0.223
C -2.159 0.599 0.150
N 1.179 1.176 0.330
N 0.035 -0.267 0.536
N -1.115 -0.400 -0.197
O 2.253 0.662 -0.464
H 1.065 -2.291 0.537
H 3.070 -1.307 -0.211
H -1.624 1.461 0.343
H -2.855 0.621 -0.703
H -2.664 0.334 1.043
H 0.619 1.817 -0.280
H -1.084 -0.511 -1.192
```

Summary:
Spin multiplicity: 1
Total charge: 0
HOMO, eV: -8.18
LUMO, eV: 0.9

***

Here are the energies relative to the best structure, in kcal/mol: (one) 0.0; (two) 7.4.

***

(one)
DFT (ωB97M-V with the def2-TZVPD basis set) results for an isolated molecule of C3H7N3O.

XYZ file:
```
14
C3H7N3O ωB97M-V with the def2-TZVPD basis set
H -2.809 1.006 1.073
N -1.978 0.440 1.316
N -1.225 0.279 0.345
N -1.230 0.864 -0.829
O -0.228 0.308 -1.579
C 0.574 -0.452 -0.195
C 0.692 -1.767 -0.277
C 1.508 0.529 0.419
H -2.098 1.098 -1.308
H 1.616 -2.231 0.038
H -0.065 -2.392 -0.724
H 1.593 1.420 -0.199
H 1.162 0.828 1.410
H 2.491 0.071 0.511
```

Summary:
Spin multiplicity: 1
Total charge: 0
SMILES string: [H]/N=N\NOC(=C)C
HOMO, eV: -8.66
LUMO, eV: 0.9

***

(two)
DFT (ωB97M-V with the def2-TZVPD basis set) results for an isolated molecule of C3H7N3O.

XYZ file:
```
14
C3H7N3O ωB97M-V with the def2-TZVPD basis set
C 2.184 -0.142 -0.402
C 1.228 0.870 0.057
C -1.942 -0.758 -0.013
N 3.285 -0.165 0.213
N -0.974 1.512 0.292
N -0.050 0.759 -0.078
O -0.556 -0.530 -0.274
H 1.927 -0.801 -1.325
H 1.665 1.818 0.440
H -2.667 -0.153 -0.487
H -2.185 -0.398 1.074
H -1.948 -1.838 -0.111
H 3.891 -0.981 -0.023
H -0.772 2.437 0.616
```

Summary:
Spin multiplicity: 1
Total charge: 0
HOMO, eV: -7.96
LUMO, eV: 0.6

***

(three)
DFT (ωB97M-V with the def2-TZVPD basis set) results for an isolated molecule of C3H7N3O.

XYZ file:
```
14
C3H7N3O ωB97M-V with the def2-TZVPD basis set
C 1.477 1.145 0.611
N 0.334 0.715 -0.274
N -0.900 1.300 0.132
C -1.482 0.043 0.199
O -2.601 -0.312 0.272
N -0.269 -0.597 0.074
C -0.138 -1.815 -0.660
H 2.348 1.457 -0.011
H 1.091 2.100 1.072
H 1.747 0.401 1.242
H -1.344 2.183 -0.259
H -0.140 -2.683 0.131
H -0.975 -2.020 -1.409
H 0.853 -1.917 -1.121
```

Summary:
Spin multiplicity: 1
Total charge: 0
SMILES string: Cn1[nH]c(=O)n1C
HOMO, eV: -8.83
LUMO, eV: 1.0

***

(four)
DFT (ωB97M-V with the def2-TZVPD basis set) results for an isolated molecule of C3H7N3O.

XYZ file:
```
14
C3H7N3O ωB97M-V with the def2-TZVPD basis set
H 1.211 -3.317 1.865
N 0.656 -2.467 1.867
C 0.618 -1.975 0.699
N -0.104 -0.822 0.470
C -0.096 -0.149 -0.735
O 0.590 -0.477 -1.680
N -0.929 0.964 -0.718
C -0.311 2.277 -0.661
H 1.098 -2.345 -0.210
H -0.486 -0.354 1.280
H -1.796 0.881 -0.211
H 0.779 2.206 -0.747
H -0.516 2.780 0.300
H -0.714 2.800 -1.520
```

Summary:
Spin multiplicity: 1
Total charge: 0
SMILES string: [H]/N=C/NC(=O)NC
HOMO, eV: -9.77
LUMO, eV: 0.8

***

Here are the energies relative to the best structure, in kcal/mol: (one) 151.1; (two) 123.7; (three) 66.4; (four) 0.0.

***

(one)
DFT (ωB97M-V with the def2-TZVPD basis set) results for an isolated molecule of C3H7N3O.

XYZ file:
```
14
C3H7N3O ωB97M-V with the def2-TZVPD basis set
H -2.725 0.241 0.178
N -1.960 0.918 0.204
C -1.023 0.468 -0.525
N -0.861 -0.718 -1.111
C 0.388 -1.132 -0.916
C 1.022 -1.429 0.408
O 0.301 1.099 -0.546
N 0.474 2.196 0.388
H 0.855 -1.643 -1.770
H 1.048 -2.515 0.540
H 2.055 -1.072 0.396
H 0.486 -0.953 1.230
H -0.371 2.752 0.214
H 0.309 1.788 1.309
```

Summary:
Spin multiplicity: 1
Total charge: 0
SMILES string: [H]/N=C(\N=C/C)ON
HOMO, eV: -9.18
LUMO, eV: -0.1

***

(two)
DFT (ωB97M-V with the def2-TZVPD basis set) results for a structure of composition C3H7N3O.

XYZ file:
```
14
C3H7N3O ωB97M-V with the def2-TZVPD basis set
C -0.408 -0.822 1.439
N 0.256 -0.427 0.183
C -0.516 -0.799 -1.146
O -0.913 -1.927 -1.324
N -0.475 0.392 -1.662
C 0.428 1.049 -0.111
N 1.638 1.431 -0.233
H -1.396 -0.356 1.479
H 0.192 -0.492 2.290
H -0.529 -1.909 1.452
H 1.210 -0.798 0.144
H -0.759 0.591 -2.605
H -0.426 1.626 0.254
H 1.697 2.442 -0.159
```

Summary:
Spin multiplicity: 1
Total charge: 0
HOMO, eV: -8.91
LUMO, eV: 0.8

***

Here are the energies relative to the best structure, in kcal/mol: (one) 41.5; (two) 0.0.

***

(one)
DFT (ωB97M-V with the def2-TZVPD basis set) results for an isolated molecule of C3H7N3O.

XYZ file:
```
14
C3H7N3O ωB97M-V with the def2-TZVPD basis set
H -1.696 2.273 0.321
N -1.788 1.328 -0.049
C -0.685 0.677 -0.150
N 0.615 1.075 0.148
C 1.533 -0.039 -0.107
C 0.512 -1.200 0.106
N -0.689 -0.672 -0.473
O -1.797 -1.328 0.090
H 0.908 1.977 -0.151
H 2.389 -0.055 0.588
H 1.927 0.052 -1.137
H 0.422 -1.432 1.152
H 0.805 -2.085 -0.399
H -2.457 -0.570 0.061
```

Summary:
Spin multiplicity: 1
Total charge: 0
SMILES string: [H]/N=C1\NCCN1O
HOMO, eV: -8.96
LUMO, eV: 0.9

***

(two)
DFT (ωB97M-V with the def2-TZVPD basis set) results for an isolated molecule of C3H7N3O.

XYZ file:
```
14
C3H7N3O ωB97M-V with the def2-TZVPD basis set
C 1.693 1.054 -0.524
N 1.532 -0.377 -0.615
C 0.493 -0.904 -0.127
N 0.167 -2.145 0.247
C -1.177 -0.135 0.268
N -1.820 1.053 0.114
O -1.886 -1.012 0.779
H 2.450 1.296 0.237
H 0.750 1.526 -0.211
H 2.028 1.493 -1.472
H -0.868 -2.031 0.659
H 0.909 -2.760 0.577
H -1.465 1.889 -0.311
H -2.806 1.053 0.380
```

Summary:
Spin multiplicity: 1
Total charge: 0
SMILES string: C/N=C(/N)C(N)=O
HOMO, eV: -8.73
LUMO, eV: 0.9

***

(three)
DFT (ωB97M-V with the def2-TZVPD basis set) results for an isolated molecule of C3H7N3O.

XYZ file:
```
14
C3H7N3O ωB97M-V with the def2-TZVPD basis set
H -0.837 -1.606 -0.221
N 0.178 -1.581 -0.104
C 0.678 -0.398 0.057
C 2.173 -0.257 0.168
N -0.009 0.797 -0.057
C -1.347 0.832 0.266
N -2.123 -0.131 -0.334
O -1.856 1.783 0.848
H 2.517 -0.750 1.082
H 2.656 -0.723 -0.696
H 2.487 0.789 0.204
H 0.463 1.628 0.277
H -3.118 0.021 -0.213
H -1.864 -0.403 -1.277
```

Summary:
Spin multiplicity: 1
Total charge: 0
SMILES string: [H]/N=C(/C)NC(N)=O
HOMO, eV: -9.77
LUMO, eV: 0.7

***

(four)
DFT (ωB97M-V with the def2-TZVPD basis set) results for an isolated molecule of C3H7N3O.

XYZ file:
```
14
C3H7N3O ωB97M-V with the def2-TZVPD basis set
C 0.127 -0.270 -0.187
N 1.133 -0.326 -1.216
N -0.566 -1.462 0.173
C 0.771 0.419 1.183
C -0.648 0.951 -0.347
N -1.538 1.743 -0.463
O 0.307 0.047 2.290
H 0.756 -0.628 -2.108
H 1.852 -0.987 -0.938
H -0.760 -1.445 1.176
H -1.385 -1.686 -0.375
H -2.400 1.609 -0.983
H 1.860 0.471 0.974
H 0.489 1.564 0.821
```

Summary:
Spin multiplicity: 1
Total charge: 0
HOMO (alpha / beta), eV: -8.27 / -8.27
LUMO (alpha / beta), eV: -0.1 / -0.1

***

Here are the energies relative to the best structure, in kcal/mol: (one) 48.8; (two) 42.3; (three) 0.0; (four) 109.2.

***

(one)
DFT (ωB97M-V with the def2-TZVPD basis set) results for an isolated molecule of C3H7N3O.

XYZ file:
```
14
C3H7N3O ωB97M-V with the def2-TZVPD basis set
C 1.057 1.327 -0.021
N 2.030 0.420 0.037
O 1.571 -0.914 -0.459
C 0.402 -1.305 0.367
C -1.073 -0.798 -0.459
N -1.444 0.512 0.108
N -0.298 1.422 -0.168
H 1.721 2.226 -0.009
H 0.485 -2.462 0.426
H 0.260 -0.788 1.391
H -1.856 -1.482 -0.023
H -1.015 -1.026 -1.626
H -1.272 0.420 1.092
H -0.569 2.447 -0.657
```

Summary:
Spin multiplicity: 1
Total charge: 0
SMILES string: C1=NOCCNN1
HOMO, eV: -8.70
LUMO, eV: 0.8

***

(two)
DFT (ωB97M-V with the def2-TZVPD basis set) results for an isolated molecule of C3H7N3O.

XYZ file:
```
14
C3H7N3O ωB97M-V with the def2-TZVPD basis set
H 2.061 -0.767 3.531
N 1.163 -0.513 3.128
C 1.253 -0.475 1.861
N 0.144 -0.140 1.105
C 0.160 -0.118 -0.287
O 1.145 -0.428 -0.934
N -1.035 0.261 -0.841
C -1.135 0.491 -2.269
H 2.134 -0.679 1.249
H -0.706 0.019 1.629
H -1.703 0.734 -0.251
H -0.472 -0.209 -2.779
H -0.844 1.512 -2.548
H -2.164 0.311 -2.593
```

Summary:
Spin multiplicity: 1
Total charge: 0
SMILES string: [H]/N=C/NC(=O)NC
HOMO, eV: -9.62
LUMO, eV: 0.8

***

(three)
DFT (ωB97M-V with the def2-TZVPD basis set) results for an isolated molecule of C3H7N3O.

XYZ file:
```
14
C3H7N3O ωB97M-V with the def2-TZVPD basis set
C 1.609 1.097 -0.473
N 1.327 -0.312 -0.485
C 0.240 -0.806 -0.044
N 0.111 -2.154 0.163
C -1.182 -0.204 0.354
N -1.679 1.020 0.034
O -1.927 -0.971 0.953
H 2.444 1.266 0.221
H 0.773 1.729 -0.145
H 1.942 1.440 -1.461
H -0.730 -2.338 0.700
H 0.959 -2.664 0.369
H -1.229 1.765 -0.468
H -2.657 1.134 0.283
```

Summary:
Spin multiplicity: 1
Total charge: 0
SMILES string: C/N=C(/N)C(N)=O
HOMO, eV: -8.90
LUMO, eV: 0.9

***

Here are the energies relative to the best structure, in kcal/mol: (one) 149.5; (two) 0.0; (three) 16.7.